[1]
The molecule C6H9NO2. Source: the Open Molecules 2025 dataset; level of theory: wB97M-V/def2-TZVPD.

Positions of all 18 atoms, in Å:
C1 0.9995 -1.2196 -0.9851
C2 0.1709 1.8423 -0.0213
C3 1.1138 0.9579 0.3108
C4 -1.0046 -0.0669 0.2176
N1 -1.5053 0.0561 1.5252
C5 0.5645 -0.4407 0.2504
C6 -1.8208 -0.4290 -0.7895
O1 2.4013 1.2394 0.6956
O2 -0.4414 2.8480 -0.1268
H1 2.9964 0.5708 0.3340
H2 -0.8661 0.5117 2.1617
H3 -2.4272 0.4665 1.5664
H4 0.8374 -0.9871 1.1626
H5 -2.8798 -0.5533 -0.6267
H6 -1.4745 -0.5605 -1.7974
H7 2.0729 -1.4136 -0.9439
H8 0.7992 -0.6566 -1.8940
H9 0.4639 -2.1654 -1.0396

Results
Strongest force on any atom: 3.71 eV/Å
Structure (SMILES): C=C(N)[C@@H](C)C(O)=C=O
LUMO level: 0.16 eV
Energy above the lowest of the compared OMol25 structures with the same formula, charge and spin: 304.80 kJ/mol
Total charge: 0

What are the natural (NBO) partial charges on each atom? They are as follows, in elementary charge units: atom 1 (C): -0.611, atom 2 (C): 0.609, atom 3 (C): -0.008, atom 4 (C): 0.143, atom 5 (N): -0.816, atom 6 (C): -0.251, atom 7 (C): -0.438, atom 8 (O): -0.669, atom 9 (O): -0.464, atom 10 (H): 0.479, atom 11 (H): 0.379, atom 12 (H): 0.377, atom 13 (H): 0.222, atom 14 (H): 0.202, atom 15 (H): 0.208, atom 16 (H): 0.203, atom 17 (H): 0.214, atom 18 (H): 0.222

[2]
A cluster of 13 separate species, C24H74O24 in total. Source: the Open Molecules 2025 dataset; level of theory: wB97M-V/def2-TZVPD.

Positions of all 122 atoms, in Å:
C1 1.2327 3.2080 -1.4795
C2 2.0758 4.1117 -0.5923
O1 3.1050 3.3933 -0.0044
O2 0.7174 2.1097 -0.6616
H1 1.9269 2.7514 -2.1835
H2 0.5267 3.8155 -2.0855
H3 1.5432 4.5023 0.2612
H4 2.3744 4.9166 -1.1934
H5 3.8749 3.4260 -0.6137
H6 -0.2924 2.1639 -0.6808
C3 -3.9759 -1.4536 -1.2967
C4 -5.4707 -1.4205 -1.0633
O3 -6.2105 -1.2570 -2.2531
O4 -3.5195 -0.2415 -1.8835
H7 -3.6396 -2.1999 -2.0113
H8 -3.4228 -1.6098 -0.3431
H9 -5.7449 -0.5403 -0.4994
H10 -5.7730 -2.3696 -0.6443
H11 -5.9356 -0.5145 -2.8383
H12 -3.8011 0.4947 -1.3368
C5 -4.2305 3.3467 -0.2771
C6 -2.9002 3.2839 -0.9445
O5 -1.9484 2.4403 -0.2486
O6 -4.8593 2.0877 -0.4375
H13 -4.7946 4.1787 -0.6756
H14 -4.1391 3.4906 0.8171
H15 -2.4779 4.3104 -1.0053
H16 -3.1343 2.7839 -1.9556
H17 -1.8753 2.7326 0.6245
H18 -5.1487 1.7896 0.4296
C7 -0.4280 0.3531 6.0988
C8 -1.2057 -0.6800 5.3496
O7 -0.8106 -0.5423 3.9623
O8 -1.1700 1.5759 6.1371
H19 0.5213 0.5126 5.6123
H20 -0.1907 0.0270 7.0951
H21 -2.3081 -0.4918 5.4589
H22 -1.0703 -1.6799 5.6367
H23 -1.0810 -1.3450 3.4794
H24 -0.7713 2.1503 6.7841
C9 3.9632 -4.6495 -3.2321
C10 3.4427 -6.0433 -2.8717
O9 2.0196 -6.0117 -2.9314
O10 3.4321 -3.7152 -2.2804
H25 3.5971 -4.3633 -4.2122
H26 5.0531 -4.6782 -3.2166
H27 3.7231 -6.2138 -1.8143
H28 3.7299 -6.6797 -3.6636
H29 1.7922 -5.1542 -2.4749
H30 3.5688 -2.7949 -2.6309
C11 4.5486 -3.2460 0.6280
C12 5.1340 -3.9893 1.8782
O11 5.0005 -3.2196 3.1194
O12 3.3155 -2.8049 1.0043
H31 4.4479 -3.9789 -0.2257
H32 5.1849 -2.3440 0.3028
H33 6.2208 -4.0513 1.8865
H34 4.6626 -4.9407 2.0491
H35 4.1067 -2.8795 3.2605
H36 2.6953 -2.8306 0.2883
C13 -3.9559 0.8521 2.8552
C14 -4.2674 1.0249 4.3470
O13 -5.0443 -0.0720 4.8336
O14 -5.1804 0.8949 2.0866
H37 -3.4391 -0.0777 2.7767
H38 -3.3210 1.6144 2.4648
H39 -4.8143 1.9430 4.5862
H40 -3.3558 1.1354 4.8922
H41 -4.4859 -0.8477 4.7583
H42 -5.9467 0.6151 2.5916
C15 -3.4216 0.2060 -5.6329
C16 -2.0611 -0.4104 -5.3076
O15 -1.6377 -0.0708 -3.9304
O16 -3.8551 -0.2848 -6.8927
H43 -3.3910 1.2790 -5.4884
H44 -4.1383 -0.0860 -4.8422
H45 -1.2196 -0.1674 -6.0229
H46 -2.1431 -1.4534 -5.3157
H47 -2.4285 -0.0641 -3.3983
H48 -3.6275 0.3970 -7.5359
C17 4.6474 -0.3538 -2.2734
C18 4.4018 1.0947 -2.4090
O17 5.2557 1.9645 -1.5872
O18 3.6705 -1.1001 -2.9873
H49 4.6716 -0.6644 -1.2281
H50 5.6188 -0.5625 -2.7791
H51 3.3201 1.3150 -2.2108
H52 4.5987 1.4185 -3.4609
H53 5.3872 1.5339 -0.7425
H54 2.7827 -0.7093 -2.7361
C19 -1.5089 3.8079 3.4920
C20 -0.2693 4.7012 3.5843
O19 -0.0618 5.3039 2.3541
O20 -1.3628 3.0460 2.3198
H55 -2.3954 4.3677 3.4067
H56 -1.4758 3.2379 4.4183
H57 0.5918 4.0511 3.8444
H58 -0.4061 5.5352 4.2765
H59 -0.5409 4.7175 1.7280
H60 -0.6699 2.3870 2.5622
C21 3.4774 0.5123 1.8240
C22 1.9803 0.2738 2.2320
O21 1.1240 1.4651 2.1255
O22 3.7705 0.8084 0.4791
H61 3.9961 -0.4014 2.0279
H62 3.7372 1.2815 2.5368
H63 2.0656 0.0774 3.2982
H64 1.5091 -0.5077 1.7168
H65 1.1358 1.7320 1.1905
H66 3.3318 1.6658 0.2700
C23 0.7789 -2.4637 -3.6213
O23 0.7444 -1.1346 -2.9830
H67 0.0021 -2.4691 -4.3976
H68 1.7784 -2.5606 -4.0610
H69 0.6063 -3.2425 -2.8621
H70 -0.1528 -0.7840 -3.1202
C24 -0.2195 -2.6979 -0.1055
O24 1.0373 -1.9966 -0.1069
H71 -0.0715 -3.5296 0.5582
H72 -1.1164 -2.1179 0.1189
H73 -0.3569 -3.1207 -1.0850
H74 1.1145 -1.3314 -0.8334

Results
Strongest force on any atom: 3.53 eV/Å
LUMO level: 0.15 eV
Energy above the lowest of the compared OMol25 structures with the same formula, charge and spin: 46.80 kJ/mol
Total charge: 0

Here are the Löwdin charges for atoms 1 to 99, given in e: atom 1 (C): -0.180, atom 2 (C): -0.238, atom 3 (O): -0.063, atom 4 (O): -0.107, atom 5 (H): 0.094, atom 6 (H): 0.132, atom 7 (H): 0.114, atom 8 (H): 0.107, atom 9 (H): 0.103, atom 10 (H): 0.071, atom 11 (C): -0.209, atom 12 (C): -0.235, atom 13 (O): -0.074, atom 14 (O): -0.094, atom 15 (H): 0.127, atom 16 (H): 0.115, atom 17 (H): 0.104, atom 18 (H): 0.124, atom 19 (H): 0.098, atom 20 (H): 0.052, atom 21 (C): -0.241, atom 22 (C): -0.188, atom 23 (O): -0.071, atom 24 (O): -0.075, atom 25 (H): 0.118, atom 26 (H): 0.131, atom 27 (H): 0.131, atom 28 (H): 0.153, atom 29 (H): 0.003, atom 30 (H): 0.041, atom 31 (C): -0.213, atom 32 (C): -0.204, atom 33 (O): -0.074, atom 34 (O): -0.066, atom 35 (H): 0.117, atom 36 (H): 0.116, atom 37 (H): 0.109, atom 38 (H): 0.103, atom 39 (H): 0.094, atom 40 (H): 0.084, atom 41 (C): -0.227, atom 42 (C): -0.229, atom 43 (O): -0.094, atom 44 (O): -0.129, atom 45 (H): 0.115, atom 46 (H): 0.117, atom 47 (H): 0.126, atom 48 (H): 0.107, atom 49 (H): 0.077, atom 50 (H): 0.051, atom 51 (C): -0.267, atom 52 (C): -0.185, atom 53 (O): -0.108, atom 54 (O): -0.071, atom 55 (H): 0.111, atom 56 (H): 0.130, atom 57 (H): 0.111, atom 58 (H): 0.101, atom 59 (H): 0.064, atom 60 (H): 0.039, atom 61 (C): -0.168, atom 62 (C): -0.226, atom 63 (O): -0.053, atom 64 (O): -0.078, atom 65 (H): 0.102, atom 66 (H): 0.091, atom 67 (H): 0.133, atom 68 (H): 0.074, atom 69 (H): 0.075, atom 70 (H): 0.095, atom 71 (C): -0.249, atom 72 (C): -0.177, atom 73 (O): -0.103, atom 74 (O): -0.046, atom 75 (H): 0.120, atom 76 (H): 0.116, atom 77 (H): 0.145, atom 78 (H): 0.087, atom 79 (H): 0.023, atom 80 (H): 0.092, atom 81 (C): -0.243, atom 82 (C): -0.220, atom 83 (O): -0.076, atom 84 (O): -0.091, atom 85 (H): 0.101, atom 86 (H): 0.145, atom 87 (H): 0.105, atom 88 (H): 0.140, atom 89 (H): 0.062, atom 90 (H): 0.097, atom 91 (C): -0.214, atom 92 (C): -0.252, atom 93 (O): -0.071, atom 94 (O): -0.110, atom 95 (H): 0.112, atom 96 (H): 0.104, atom 97 (H): 0.127, atom 98 (H): 0.124, atom 99 (H): 0.077

[3]
The molecule C18H24N2O3. Source: the Open Molecules 2025 dataset; level of theory: wB97M-V/def2-TZVPD.

Positions of all 47 atoms, in Å:
C1 4.9534 -1.1041 2.4817
C2 3.5989 -1.4632 3.0801
C3 2.9348 -2.6067 2.3154
C4 1.5804 -3.0139 2.9006
H1 1.6873 -3.1066 3.9836
H2 1.3052 -3.9962 2.5104
C5 0.4515 -2.0211 2.5926
C6 -0.6736 -2.0898 3.6361
C7 -1.3960 -3.4308 3.7155
H3 -0.6969 -4.2368 3.9216
H4 -2.1292 -3.4051 4.5185
H5 -1.9225 -3.6565 2.7916
H6 -1.4021 -1.3021 3.4292
H7 -0.2369 -1.8691 4.6128
H8 0.8586 -1.0057 2.6302
C8 -0.0667 -2.2463 1.1635
N1 -1.0128 -1.2376 0.7592
C9 -0.6895 -0.1823 0.0039
O1 0.3868 0.0107 -0.5302
C10 -1.8598 0.7961 -0.1354
O2 -2.9315 0.5711 0.3727
C11 -1.5365 2.0191 -0.9477
C12 -1.3145 1.6703 -2.3939
C13 -2.1424 1.0520 -3.3027
C14 -1.6687 0.8532 -4.5948
C15 -0.3950 1.2618 -4.9537
C16 0.4475 1.8817 -4.0405
C17 -0.0268 2.0764 -2.7587
N2 0.5915 2.6680 -1.6723
C18 -0.1738 2.6201 -0.5451
O3 0.1394 3.0239 0.5441
H9 1.5600 2.9448 -1.6519
H10 1.4412 2.1935 -4.3219
H11 -0.0470 1.0933 -5.9617
H12 -2.3012 0.3713 -5.3243
H13 -3.1335 0.7305 -3.0202
H14 -2.3341 2.7550 -0.8095
H15 -1.9373 -1.2368 1.1703
H16 -0.5337 -3.2301 1.0758
H17 0.7672 -2.1863 0.4609
H18 2.8173 -2.3160 1.2702
H19 3.6004 -3.4731 2.3412
H20 2.9579 -0.5805 3.0598
H21 3.7290 -1.7558 4.1249
H22 5.6218 -1.9626 2.5032
H23 5.4164 -0.2943 3.0407
H24 4.8382 -0.7854 1.4482

Results
Strongest force on any atom: 0.69 eV/Å
Structure (SMILES): CCCC[C@H](CC)CNC(=O)C(=O)[C@H]1C(=O)Nc2ccccc21
LUMO level: 0.06 eV
Energy above the lowest of the compared OMol25 structures with the same formula, charge and spin: 41.18 kJ/mol
Total charge: 0

What are the natural (NBO) partial charges on each atom? They are as follows, in elementary charge units: atom 1 (C): -0.599, atom 2 (C): -0.393, atom 3 (C): -0.391, atom 4 (C): -0.396, atom 5 (H): 0.203, atom 6 (H): 0.201, atom 7 (C): -0.221, atom 8 (C): -0.393, atom 9 (C): -0.615, atom 10 (H): 0.206, atom 11 (H): 0.216, atom 12 (H): 0.195, atom 13 (H): 0.198, atom 14 (H): 0.207, atom 15 (H): 0.210, atom 16 (C): -0.231, atom 17 (N): -0.580, atom 18 (C): 0.562, atom 19 (O): -0.611, atom 20 (C): 0.552, atom 21 (O): -0.506, atom 22 (C): -0.461, atom 23 (C): 0.016, atom 24 (C): -0.199, atom 25 (C): -0.241, atom 26 (C): -0.181, atom 27 (C): -0.256, atom 28 (C): 0.170, atom 29 (N): -0.595, atom 30 (C): 0.720, atom 31 (O): -0.582, atom 32 (H): 0.420, atom 33 (H): 0.218, atom 34 (H): 0.216, atom 35 (H): 0.215, atom 36 (H): 0.219, atom 37 (H): 0.268, atom 38 (H): 0.418, atom 39 (H): 0.199, atom 40 (H): 0.231, atom 41 (H): 0.197, atom 42 (H): 0.200, atom 43 (H): 0.197, atom 44 (H): 0.192, atom 45 (H): 0.199, atom 46 (H): 0.208, atom 47 (H): 0.203

Number 1: E_HOMO -8.05 eV. Number 2: E_HOMO -9.33 eV. Number 3: E_HOMO -8.49 eV.